Computed, not measured: a 17-piece molecular cluster, H34O17 overall at a distorted geometry, with ωB97M-V with the def2-TZVPD basis set.

As for the HOMO energy: -9.846 eV. Its largest force on an atom is 2.9 eV Å⁻¹.

Each line ends with the Mulliken charge.
Positions of all 51 atoms, in Å:
O 1.75749 1.49410 2.56322  -0.682
H 1.99515 2.42701 2.46489  0.291
H 0.80930 1.44952 2.63140  0.450
O -2.27926 -1.36285 -1.61101  -0.865
H -2.48916 -2.24832 -2.01063  0.333
H -3.14820 -0.97969 -1.54223  0.312
O 1.73434 -1.50918 -3.72663  -0.678
H 1.56020 -1.67510 -2.76550  0.439
H 2.63715 -1.17902 -3.62642  0.323
O 1.76769 -2.63558 1.83795  -0.673
H 2.27066 -2.03487 1.27656  0.353
H 1.34937 -3.28380 1.26324  0.265
O -0.83453 1.66540 2.64888  -0.719
H -1.32016 1.93127 3.44065  0.298
H -1.58673 1.24194 2.17176  0.269
O -1.51346 0.45331 -3.29897  -0.824
H -1.68798 1.27520 -2.82176  0.365
H -1.82027 -0.22747 -2.73796  0.530
O -0.04262 0.07001 0.11634  0.675
H -0.17389 -0.86115 0.29181  0.239
H 0.36225 0.11854 -0.75008  -0.004
O 2.25422 2.62091 -0.18780  -0.773
H 2.20954 2.02899 -0.94142  0.282
H 2.57740 1.96915 0.45748  0.374
O 0.98021 0.70788 -2.34484  -0.721
H 1.39324 -0.10444 -2.66770  0.174
H 0.10218 0.77488 -2.76669  0.416
O 1.73108 -2.38641 -1.20019  -0.723
H 2.66701 -2.58780 -1.04691  0.338
H 1.30997 -3.19473 -0.87641  0.250
O -1.35421 -2.48066 0.67299  -0.588
H -1.88084 -2.21305 -0.09152  0.414
H -0.93565 -3.24462 0.31391  0.218
O -0.05143 3.48574 0.74666  -0.775
H 0.86117 3.32295 0.49001  0.490
H -0.24143 2.75163 1.35250  0.344
O -2.42486 1.30664 0.39463  -0.677
H -1.58635 0.80228 0.16304  0.157
H -3.14780 0.68570 0.20882  0.272
O 2.73813 -0.11408 0.59421  -0.705
H 1.77291 -0.18302 0.67928  0.373
H 2.96390 -0.42363 -0.27004  0.297
O 0.06721 -1.07233 3.29587  -0.653
H 0.45041 -1.71680 2.69385  0.390
H -0.71448 -0.73355 2.86746  0.341
O -1.25682 2.68699 -1.96786  -0.669
H -1.12204 2.63295 -1.05684  0.249
H -0.75113 3.42991 -2.29684  0.283
O -2.61989 -0.65312 2.60335  -0.668
H -2.78370 -0.62713 1.68393  0.265
H -2.55527 -1.60048 2.68157  0.328


Computed, not measured: an isolated molecule of C4H4O at a distorted geometry, with ωB97M-V with the def2-TZVPD basis set.

As for the HOMO energy: -7.673 eV. Its largest force on an atom is 3.6 eV Å⁻¹.

Each line ends with the Mulliken charge.
Positions of all 9 atoms, in Å:
C -0.75493 0.11926 0.57330  -0.074
C -0.61405 0.01117 -0.69970  -0.521
C 0.44600 -0.80934 0.06553  -0.137
C 1.81279 -0.61203 0.18792  -0.474
O 2.39422 0.48502 -0.07410  -0.125
H -1.41392 0.24605 1.44243  0.315
H -1.01495 -0.03574 -1.64012  0.330
H 0.15805 -1.81234 0.19833  0.453
H 1.80661 1.24365 -0.39913  0.234


Computed, not measured: a 12-piece molecular cluster, C36H104N16O12 overall at a distorted geometry, with ωB97M-V with the def2-TZVPD basis set.

As for the HOMO energy: -8.888 eV. Its SMILES is COC[C@H](C)N.COC[C@H](C)N.COC[C@H](C)N.COC[C@H](C)N.COC[C@H](C)N.COC[C@H](C)N.COC[C@H](C)N.COC[C@H](C)N.NC(N)=O.NC(N)=O.NC(N)=O.NC(N)=O. Its largest force on an atom is 7.5 eV Å⁻¹.

Each line ends with the Mulliken charge.
Positions of all 168 atoms, in Å:
C 6.76987 -7.71238 0.72307  0.616
O 7.74010 -7.11378 0.43081  -0.636
N 5.55716 -7.33128 0.77513  -0.320
N 6.80308 -8.96872 0.91903  -0.372
H 5.21800 -6.43287 0.46219  0.219
H 4.91595 -8.09834 0.91854  0.149
H 5.96255 -9.33977 1.33848  0.137
H 7.65416 -9.51255 0.91575  0.209
C 0.14936 0.03941 0.07062  0.674
O 0.61274 0.54940 -0.88294  -0.646
N 0.28479 -1.21015 0.25030  -0.386
N -0.31840 0.64342 1.12248  -0.385
H -0.01865 -1.67892 1.09190  0.156
H 0.79154 -1.71012 -0.46616  0.216
H -0.26639 1.65156 1.15458  0.212
H -0.63641 0.21108 1.97808  0.158
C -3.28610 -2.08822 -5.45186  0.632
O -4.05724 -1.88408 -4.52787  -0.640
N -1.99776 -1.81062 -5.34142  -0.408
N -3.42097 -2.53445 -6.65481  -0.377
H -1.33004 -1.79443 -6.09903  0.164
H -1.64489 -1.30582 -4.54095  0.203
H -2.60507 -2.88511 -7.13591  0.202
H -4.38231 -2.68242 -6.92686  0.225
C -4.55303 -3.40097 6.45060  0.617
O -3.66841 -2.95822 5.80714  -0.608
N -4.38606 -4.51722 7.12177  -0.389
N -5.74001 -2.83212 6.58491  -0.419
H -3.53830 -5.06609 7.10942  0.214
H -5.14768 -4.73699 7.74766  0.175
H -5.95222 -1.90215 6.25292  0.211
H -6.51126 -3.47888 6.66837  0.197
C -1.99454 6.87387 9.59141  -1.450
C -1.40599 6.42249 8.26895  0.461
C -1.43749 4.86289 7.91705  -0.580
O -0.53299 4.13956 8.79296  -0.306
C 0.36998 3.15849 8.26977  -0.770
N -1.94309 7.21861 7.18694  -0.719
H -3.05021 6.60387 9.56413  0.353
H -1.99163 7.95437 9.73494  0.408
H -1.33488 6.35731 10.28863  0.327
H -0.37578 6.77299 8.33164  0.224
H -1.12602 4.88651 6.87277  0.339
H -2.45727 4.48671 7.99857  0.299
H 1.05423 3.39229 7.45414  0.309
H -0.19330 2.29886 7.90664  0.311
H 0.93931 2.64832 9.04675  0.288
H -2.91391 6.96431 7.07317  0.247
H -2.11119 8.14235 7.55917  0.260
C -1.93852 6.34773 -10.25507  -1.475
C -2.29113 6.97741 -8.91092  0.351
C -2.54383 5.89826 -7.88273  -0.706
O -2.83520 6.49159 -6.61391  -0.293
C -2.69185 5.68242 -5.49859  -0.671
N -1.19790 7.81885 -8.49018  -0.711
H -1.84039 7.00936 -11.11573  0.363
H -2.78420 5.73235 -10.56203  0.383
H -1.13606 5.61008 -10.24934  0.320
H -3.17714 7.60402 -9.01316  0.333
H -1.66472 5.26647 -7.75578  0.380
H -3.33885 5.21871 -8.18972  0.330
H -2.38944 6.36939 -4.70819  0.222
H -1.92704 4.91934 -5.64310  0.317
H -3.56676 5.11775 -5.17644  0.253
H -1.59227 8.31261 -7.70229  0.318
H -0.47356 7.19000 -8.17396  0.285
C 3.01537 -5.37721 5.61857  -1.491
C 3.23463 -6.78051 6.13727  0.504
C 4.45047 -6.87834 7.07247  -0.780
O 4.75886 -8.13657 7.68947  -0.370
C 5.07940 -9.18043 6.77908  -0.783
N 1.98333 -7.19763 6.69668  -0.673
H 2.84951 -4.65470 6.41768  0.360
H 2.25238 -5.28874 4.84519  0.332
H 3.99968 -5.06440 5.27015  0.373
H 3.50903 -7.43499 5.30994  0.266
H 4.51315 -6.08344 7.81564  0.374
H 5.29762 -6.58853 6.45083  0.392
H 4.40199 -9.42797 5.96181  0.297
H 5.10601 -10.15191 7.27266  0.299
H 6.13194 -9.14355 6.49818  0.329
H 1.78155 -6.70778 7.55658  0.275
H 2.17899 -8.12624 7.04237  0.292
C -9.79222 5.79054 4.19420  -1.355
C -8.42066 5.46655 4.84152  0.324
C -7.45863 4.76502 3.86844  -0.641
O -8.05036 3.50910 3.70230  -0.303
C -7.34385 2.70491 2.73012  -0.715
N -7.80515 6.76905 5.24586  -0.712
H -10.26412 4.83470 3.96666  0.298
H -9.59280 6.33588 3.27173  0.327
H -10.50722 6.32339 4.82105  0.418
H -8.66337 4.76180 5.63682  0.276
H -6.58606 4.44801 4.43961  0.312
H -7.20118 5.32986 2.97246  0.389
H -7.12541 3.28010 1.83038  0.319
H -8.13866 1.99133 2.51287  0.245
H -6.49088 2.16547 3.14189  0.249
H -7.78380 7.39112 4.45046  0.281
H -8.51082 7.14880 5.86061  0.288
C 5.51372 -3.26016 -4.56277  -1.385
C 4.28352 -3.80758 -5.34888  0.227
C 4.68218 -4.73095 -6.53415  -0.744
O 3.54719 -4.96533 -7.30027  -0.313
C 3.18394 -6.31837 -7.56328  -0.724
N 3.45259 -4.52176 -4.40512  -0.731
H 6.11487 -2.44899 -4.97352  0.355
H 6.08808 -4.09583 -4.16294  0.313
H 5.27149 -2.87345 -3.57288  0.409
H 3.74281 -2.96519 -5.78028  0.336
H 5.22463 -5.59357 -6.14721  0.386
H 5.39527 -4.24365 -7.19909  0.362
H 3.96019 -6.80416 -8.15450  0.312
H 2.27242 -6.40098 -8.15522  0.243
H 3.06111 -6.93223 -6.67099  0.321
H 4.12489 -5.25963 -4.25129  0.351
H 2.79336 -5.00911 -4.99504  0.283
C -6.42647 -10.91361 -4.78766  -1.344
C -5.75291 -11.49075 -3.50463  0.392
C -4.39264 -10.74154 -3.21397  -0.889
O -4.40708 -9.34836 -2.87417  -0.350
C -3.16007 -8.86142 -2.33454  -0.756
N -6.64889 -11.40432 -2.40679  -0.701
H -5.70841 -10.83238 -5.60367  0.356
H -6.98630 -10.00431 -4.56892  0.291
H -7.16717 -11.61521 -5.17136  0.378
H -5.41185 -12.52352 -3.57649  0.331
H -3.82338 -10.85603 -4.13644  0.412
H -3.76203 -11.35811 -2.57345  0.461
H -3.10499 -9.19146 -1.29717  0.300
H -3.14007 -7.78019 -2.47105  0.248
H -2.26264 -9.24277 -2.82165  0.321
H -6.32272 -10.59850 -1.89263  0.269
H -6.49014 -12.16092 -1.75683  0.281
C 5.43253 5.38878 -6.91440  -1.385
C 5.47948 4.99260 -5.40743  0.452
C 6.31226 5.87745 -4.51683  -0.705
O 7.66124 6.00435 -4.92802  -0.324
C 8.45689 6.60049 -3.91833  -0.750
N 4.12038 4.95521 -4.98197  -0.686
H 4.83168 4.70047 -7.50880  0.365
H 6.45303 5.29507 -7.28575  0.332
H 5.29417 6.46598 -7.00722  0.313
H 5.81143 3.95437 -5.40466  0.277
H 6.42157 5.43659 -3.52597  0.365
H 5.97920 6.89026 -4.29011  0.370
H 8.33960 6.10506 -2.95453  0.316
H 8.17992 7.63003 -3.69156  0.310
H 9.48921 6.53609 -4.26223  0.237
H 3.91721 5.70118 -4.33208  0.239
H 3.98576 4.14953 -4.38795  0.273
C 2.40299 8.24126 1.29872  -1.366
C 2.14124 6.73558 1.63971  0.576
C 3.04579 6.09750 2.72575  -0.642
O 4.34876 5.79815 2.28097  -0.275
C 5.23389 5.49875 3.29374  -0.732
N 0.74691 6.50928 1.82909  -0.621
H 3.41746 8.41476 0.93976  0.339
H 2.11857 8.87382 2.13959  0.326
H 1.72440 8.50430 0.48729  0.380
H 2.29827 6.15228 0.73240  0.114
H 2.54936 5.17231 3.01847  0.329
H 3.14085 6.78537 3.56593  0.329
H 6.20313 5.64609 2.81734  0.229
H 4.99992 4.46074 3.53016  0.288
H 5.24551 6.22108 4.10995  0.325
H 0.21593 7.11677 1.22155  0.195
H 0.34421 6.59108 2.75172  0.204


| no. | gap between HOMO and LUMO (Eh) |
| --- | --- |
| 1 | 0.31439 |
| 2 | 0.30792 |
| 3 | 0.33400 |